(1)
The following is a quantum chemistry calculation of a structure of composition C35H27Cl2F2InN7O2Si, from the OMol25 dataset.

## Properties
Frontier orbital gap ... 6.33 eV
Total charge ... -1

Last column: Löwdin charge in e.
Positions of all 77 atoms, in Å:
In -17.816 -5.423 -1.225  0.940
C -21.427 -8.590 0.918  -0.193
Si -20.087 -7.262 1.148  0.497
C -19.390 -7.254 2.966  -0.183
C -21.001 -5.619 0.876  -0.188
N -18.585 -7.385 0.067  -0.101
C -18.231 -8.644 -0.375  -0.304
C -18.712 -9.835 0.288  -0.099
C -19.048 -10.942 -0.437  -0.127
C -18.572 -11.144 -1.769  -0.113
C -17.606 -10.239 -2.157  -0.066
C -17.373 -9.038 -1.484  -0.240
O -16.388 -8.169 -1.880  -0.049
C -15.139 -8.706 -2.249  -0.212
C -14.503 -8.112 -3.355  0.003
C -13.148 -8.420 -3.630  -0.093
C -12.469 -9.259 -2.789  -0.114
C -13.233 -10.060 -1.928  -0.115
C -14.500 -9.780 -1.557  -0.014
H -22.418 -8.092 1.063  0.032
H -21.475 -9.497 1.574  0.042
H -21.523 -9.085 -0.040  0.023
H -19.041 -8.242 3.219  -0.006
H -20.233 -6.924 3.632  0.030
H -18.539 -6.518 3.169  0.038
H -21.774 -5.733 0.100  0.018
H -20.320 -4.802 0.788  -0.028
H -21.708 -5.341 1.744  0.072
H -19.170 -9.688 1.280  0.075
H -19.679 -11.752 -0.052  0.099
H -19.022 -11.911 -2.407  0.092
H -16.981 -10.441 -3.036  0.123
H -15.004 -7.320 -3.888  0.111
H -12.655 -7.897 -4.478  0.113
H -11.422 -9.505 -3.005  0.102
H -12.677 -10.942 -1.574  0.111
H -15.002 -10.424 -0.839  0.124
Cl -14.689 -2.310 -3.926  0.702
C -14.329 -3.034 -2.413  -0.601
C -13.233 -2.738 -1.634  -0.139
C -12.871 -3.395 -0.473  -0.650
Cl -11.505 -2.870 0.399  0.700
C -13.745 -4.342 0.119  -0.168
C -13.528 -4.985 1.325  -0.019
C -14.496 -5.843 1.828  -0.024
C -15.595 -6.151 1.037  -0.077
N -15.878 -5.522 -0.140  0.026
C -15.003 -4.585 -0.576  -0.123
C -15.310 -3.944 -1.855  -0.380
O -16.431 -4.165 -2.393  -0.131
H -12.664 -1.878 -1.883  0.094
H -12.636 -4.796 1.879  0.086
H -14.389 -6.298 2.818  0.116
H -16.370 -6.821 1.331  0.091
N -17.828 -3.650 0.642  0.166
C -18.237 -3.076 1.578  -0.165
C -18.606 -2.399 2.718  -0.306
C -19.295 -3.086 3.700  -0.272
N -19.991 -3.605 4.480  0.123
C -18.753 -1.022 2.823  -0.264
N -18.885 0.110 3.059  0.112
N -23.905 -4.348 -3.944  0.158
C -22.892 -3.938 -3.597  -0.177
C -21.647 -3.425 -3.112  -0.170
C -21.257 -2.130 -3.290  -0.025
C -20.070 -1.644 -2.814  -0.019
C -19.362 -2.478 -1.977  -0.100
N -19.783 -3.709 -1.722  0.032
C -20.870 -4.245 -2.218  -0.058
H -21.852 -1.513 -3.926  0.119
H -19.718 -0.669 -3.088  0.113
H -18.441 -2.140 -1.532  0.109
H -21.112 -5.250 -1.956  0.106
F -18.557 -5.021 -4.147  -0.090
C -18.500 -6.158 -3.275  -0.328
F -19.711 -6.803 -3.474  -0.055
H -17.744 -6.848 -3.704  0.086


(2)
The following is a quantum chemistry calculation of a structure of composition C35H28BF3N2O2RuS2, from the OMol25 dataset.

## Properties
Frontier orbital gap (spin up / spin down) ... 6.10 / 3.48 eV
2S+1 ... 5
<S²> ... 6.1354
Total charge ... +2

Last column: Mulliken spin population.
Positions of all 74 atoms, in Å:
Ru -0.030 0.212 0.247  2.938
S -3.930 -3.195 -2.145  -0.016
C -5.247 -3.834 -2.992  0.191
C -6.065 -2.862 -3.533  0.022
C -5.612 -1.576 -3.257  0.062
C -4.444 -1.559 -2.500  0.161
C -3.692 -0.432 -2.054  0.081
C -2.529 -0.614 -1.252  -0.003
N -1.773 0.374 -0.840  -0.012
C -2.113 1.659 -1.186  0.030
C -3.294 1.949 -1.911  -0.024
C -3.643 3.324 -2.144  0.012
C -2.876 4.325 -1.670  -0.013
C -1.651 4.051 -0.971  0.013
C -0.822 5.044 -0.468  -0.024
C 0.372 4.709 0.179  0.072
C 0.714 3.328 0.246  0.051
N -0.059 2.378 -0.208  0.085
C -1.259 2.704 -0.777  0.022
C 1.245 5.689 0.748  0.099
C 2.390 5.483 1.510  0.067
C 2.991 6.671 1.926  0.001
C 2.310 7.783 1.482  0.141
S 0.940 7.397 0.565  -0.011
C -4.065 0.886 -2.352  0.034
H -5.368 -4.905 -3.058  0.005
H -6.952 -3.087 -4.105  0.003
H -6.123 -0.686 -3.596  -0.004
H -2.238 -1.604 -0.923  -0.023
H -4.551 3.539 -2.693  -0.001
H -3.165 5.357 -1.821  -0.001
H -1.111 6.082 -0.573  -0.003
H 1.664 3.008 0.657  0.005
H 2.769 4.505 1.768  0.002
H 3.886 6.723 2.527  0.002
H 2.564 8.817 1.656  0.003
H -4.960 1.091 -2.925  -0.003
F 8.519 0.306 4.229  0.000
C 7.465 -0.187 4.889  -0.001
F 7.783 -1.416 5.319  0.002
F 7.267 0.580 5.978  0.002
C 6.221 -0.213 4.035  0.066
C 6.253 0.231 2.720  -0.024
C 5.090 0.224 1.975  0.052
C 3.887 -0.224 2.543  -0.044
C 3.878 -0.686 3.869  0.061
C 5.041 -0.677 4.609  -0.032
C 2.694 -0.178 1.790  0.263
C 1.651 -0.074 1.139  -0.063
H 7.182 0.577 2.291  0.000
H 5.092 0.559 0.946  0.001
H 2.954 -1.045 4.300  0.011
H 5.048 -1.023 5.634  0.000
C -2.711 0.475 4.323  0.005
C -1.439 -0.347 4.176  -0.006
C -0.623 -0.282 5.453  0.001
O -0.656 0.267 3.100  -0.091
B -0.772 -0.534 2.015  -0.023
O -1.474 -1.670 2.194  -0.142
C -1.688 -1.809 3.643  -0.007
C -3.090 -2.340 3.862  0.000
C -0.653 -2.818 4.123  0.006
H -2.439 1.504 4.556  -0.001
H -3.331 0.092 5.133  0.001
H -3.288 0.472 3.398  -0.001
H -0.523 0.754 5.775  0.000
H 0.375 -0.692 5.309  -0.001
H -1.126 -0.840 6.244  0.000
H -3.842 -1.701 3.404  0.000
H -3.296 -2.422 4.929  0.000
H -3.168 -3.333 3.421  0.000
H 0.357 -2.463 3.911  -0.001
H -0.799 -3.752 3.582  0.001
H -0.750 -3.019 5.188  0.000


(3)
The following is a quantum chemistry calculation of a structure of composition C35H28CaN9O2S, from the OMol25 dataset.

## Properties
Frontier orbital gap ... 9.09 eV
Total charge ... +1

Last column: Löwdin charge in e.
Positions of all 76 atoms, in Å:
Ca -0.259 -0.425 0.084  1.312
O -4.123 0.213 0.850  0.083
C -3.066 -0.366 0.990  -0.482
N -2.335 -1.062 0.060  -0.045
C -2.893 -1.644 -1.054  -0.459
O -4.044 -1.958 -1.248  0.103
C -1.845 -1.985 -2.123  -0.206
C -2.268 -2.541 -3.319  0.011
C -1.328 -2.798 -4.302  -0.030
C 0.005 -2.498 -4.057  -0.040
C 0.343 -1.953 -2.835  -0.134
N -0.556 -1.693 -1.878  -0.013
C -2.331 -0.252 2.329  -0.204
C -3.020 0.180 3.448  0.017
C -2.345 0.257 4.656  -0.029
C -1.005 -0.093 4.704  -0.049
C -0.387 -0.488 3.531  -0.138
N -1.023 -0.565 2.359  0.001
H -3.322 -2.752 -3.441  0.126
H -1.628 -3.226 -5.250  0.117
H 0.771 -2.683 -4.799  0.111
H 1.377 -1.714 -2.602  0.114
H -4.067 0.432 3.346  0.128
H -2.861 0.580 5.553  0.118
H -0.445 -0.056 5.629  0.112
H 0.662 -0.768 3.527  0.107
C 2.220 1.991 -0.289  -0.103
N 1.928 0.894 0.633  -0.107
C 3.028 0.091 1.157  -0.108
C 2.789 -1.371 0.866  -0.304
N 1.608 -1.852 0.577  0.057
C 1.805 -3.227 0.371  -0.219
C 0.889 -4.224 0.043  -0.010
C 1.373 -5.509 -0.100  -0.069
C 2.735 -5.803 0.080  -0.074
C 3.649 -4.824 0.414  -0.011
C 3.148 -3.535 0.555  -0.183
N 3.754 -2.321 0.870  0.175
C 1.383 1.885 -1.538  -0.299
N 0.211 1.307 -1.575  0.064
C -0.241 1.480 -2.892  -0.222
C -1.444 1.099 -3.483  -0.014
C -1.634 1.416 -4.813  -0.066
C -0.657 2.108 -5.548  -0.073
C 0.532 2.510 -4.967  -0.009
C 0.707 2.183 -3.627  -0.181
N 1.741 2.426 -2.729  0.176
H 3.276 1.985 -0.557  0.124
H 2.018 2.956 0.177  0.132
H 1.281 1.205 1.348  0.045
H 3.143 0.228 2.234  0.128
H 3.973 0.398 0.710  0.125
H -0.162 -3.996 -0.087  0.111
H 0.691 -6.310 -0.353  0.109
H 3.074 -6.824 -0.041  0.109
H 4.697 -5.054 0.559  0.114
H 4.725 -2.180 1.090  0.169
H -2.212 0.582 -2.918  0.111
H -2.560 1.135 -5.299  0.111
H -0.843 2.338 -6.589  0.109
H 1.279 3.057 -5.528  0.114
H 2.589 2.932 -2.919  0.168
S -2.875 3.801 1.251  1.123
C -1.946 2.545 0.544  -0.462
N -0.859 2.192 1.156  0.017
C -0.683 2.992 2.294  -0.307
C 0.379 2.925 3.200  -0.038
C 0.407 3.793 4.272  -0.071
C -0.617 4.733 4.467  -0.071
C -1.675 4.813 3.586  -0.073
C -1.693 3.935 2.502  -0.466
H -2.296 2.071 -0.366  0.081
H 1.175 2.196 3.083  0.096
H 1.228 3.748 4.976  0.108
H -0.574 5.404 5.316  0.111
H -2.469 5.535 3.732  0.116


(4)
The following is a quantum chemistry calculation of a structure of composition C35H28InN15O2S4, from the OMol25 dataset.

## Properties
Frontier orbital gap ... 7.11 eV
Total charge ... 0

Last column: Löwdin charge in e.
Positions of all 85 atoms, in Å:
In -0.130 0.293 0.355  0.832
N 1.507 0.802 3.441  0.161
C 0.271 0.184 3.477  -0.447
N -0.312 -0.213 4.591  0.045
N -1.448 -0.823 4.186  -0.065
N -1.552 -0.802 2.905  -0.043
N -0.458 -0.156 2.407  -0.057
C 2.107 1.300 2.307  -0.450
N 3.188 2.055 2.314  0.061
N 3.464 2.268 1.006  -0.071
N 2.610 1.677 0.253  -0.043
N 1.740 1.013 1.049  -0.046
H 1.848 1.155 4.319  0.148
C -2.251 8.067 -3.453  -0.048
C -1.855 6.952 -2.521  -0.265
C -0.613 6.952 -1.893  -0.026
C -0.255 5.933 -1.021  -0.043
C -1.155 4.909 -0.778  -0.305
C -2.404 4.888 -1.389  -0.057
C -2.742 5.904 -2.261  -0.032
S -0.701 3.610 0.324  0.593
O -1.785 3.424 1.261  -0.310
O 0.591 3.922 0.857  -0.285
N -0.709 2.257 -0.569  -0.161
C -0.163 1.960 -1.795  -0.366
C -0.092 2.776 -2.936  0.015
C 0.357 2.223 -4.114  -0.048
C 0.750 0.885 -4.172  -0.062
C 0.672 0.144 -3.017  -0.120
N 0.230 0.666 -1.869  0.052
H -1.430 8.768 -3.595  0.074
H -3.102 8.619 -3.046  0.085
H -2.554 7.678 -4.426  0.082
H 0.080 7.762 -2.088  0.114
H 0.708 5.915 -0.523  0.118
H -3.098 4.080 -1.178  0.114
H -3.710 5.896 -2.751  0.118
H -0.404 3.808 -2.884  0.099
H 0.398 2.835 -5.007  0.113
H 1.114 0.443 -5.088  0.105
H 0.980 -0.893 -2.975  0.097
S -7.249 1.353 -0.286  1.050
C -7.613 2.985 0.068  -0.413
C -6.532 3.645 0.563  -0.173
C -5.381 2.815 0.658  -0.109
C -5.613 1.535 0.236  -0.479
C -4.648 0.434 0.149  -0.168
C -3.274 0.739 0.188  -0.019
N -2.337 -0.175 0.065  0.068
C -2.668 -1.478 -0.036  -0.145
C -4.004 -1.883 -0.056  -0.118
C -4.307 -3.283 -0.110  -0.006
C -3.322 -4.201 -0.114  -0.006
C -1.942 -3.808 -0.089  -0.120
C -0.897 -4.738 -0.075  0.041
C 0.417 -4.322 -0.076  -0.172
C 0.650 -2.932 -0.072  -0.045
N -0.317 -2.034 -0.066  0.084
C -1.610 -2.450 -0.073  -0.137
C 1.545 -5.262 -0.073  -0.473
C 2.879 -4.993 -0.180  -0.117
C 3.689 -6.160 -0.155  -0.170
C 2.959 -7.299 -0.029  -0.412
S 1.285 -6.970 0.060  1.049
C -4.993 -0.891 0.012  0.051
H -8.608 3.366 -0.110  0.068
H -6.548 4.687 0.856  0.107
H -4.434 3.155 1.061  0.108
H -2.933 1.753 0.332  0.082
H -5.346 -3.590 -0.129  0.121
H -3.551 -5.260 -0.134  0.121
H -1.137 -5.796 -0.061  0.105
H 1.671 -2.553 -0.107  0.028
H 3.283 -3.993 -0.298  0.038
H 4.768 -6.151 -0.228  0.108
H 3.303 -8.321 0.013  0.068
H -6.037 -1.186 -0.016  0.116
N 4.545 -0.409 0.870  0.105
C 4.391 -0.341 -0.463  -0.971
N 4.965 0.706 -1.077  0.090
S 3.593 -1.545 -1.329  0.624
H 4.789 0.420 1.397  0.083
H 4.017 -1.113 1.348  0.091
H 5.098 1.553 -0.540  0.081
H 4.691 0.841 -2.033  0.085


(5)
The following is a quantum chemistry calculation of a structure of composition C35H28N7OPd, from the OMol25 dataset.

## Properties
Frontier orbital gap ... 4.15 eV
Total charge ... +1

Last column: Löwdin charge in e.
Positions of all 72 atoms, in Å:
Pd 0.286 -2.837 0.694  0.985
C -0.972 10.314 -0.208  -0.038
O 0.175 9.490 0.019  -0.039
C 0.030 8.171 -0.023  -0.263
C -1.189 7.518 -0.234  0.014
C -1.224 6.141 -0.249  0.008
C -0.062 5.384 -0.049  -0.157
C 1.161 6.057 0.145  -0.006
C 1.207 7.423 0.156  0.029
C -0.145 3.946 -0.071  -0.195
N -1.269 3.342 -0.503  0.226
C -1.207 2.086 -0.832  -0.131
C 0.751 1.789 0.423  -0.312
N 0.896 3.223 0.424  0.200
C 1.820 0.760 0.413  -0.105
C 3.161 0.731 0.441  -0.017
C 3.828 -0.524 0.290  -0.093
C 3.086 -1.651 0.080  -0.154
N 1.745 -1.680 -0.069  -0.065
C 1.004 -0.490 0.188  -0.408
C -1.535 -0.195 -0.845  -0.167
N -2.173 -1.344 -0.740  0.140
C -3.502 -1.288 -0.639  -0.076
C -4.245 -0.107 -0.622  -0.028
C -3.588 1.100 -0.721  0.032
C -2.201 1.055 -0.841  -0.078
H -0.614 11.337 -0.164  0.100
H -1.722 10.158 0.568  0.101
H -1.403 10.120 -1.190  0.102
H -2.103 8.074 -0.379  0.113
H -2.161 5.623 -0.400  0.119
H 2.089 5.505 0.236  0.120
H 2.139 7.957 0.283  0.133
H 1.469 3.666 1.129  0.164
H 3.746 1.637 0.566  0.116
H 4.904 -0.586 0.327  0.094
H 3.588 -2.607 0.000  0.109
H -4.006 -2.247 -0.573  0.122
H -5.322 -0.150 -0.536  0.115
H -4.122 2.042 -0.721  0.129
N -0.159 1.434 1.558  0.144
C 0.119 1.462 -0.942  -0.112
C -0.023 -0.051 -0.975  -0.042
N 0.196 -0.851 1.402  0.030
C -0.331 0.151 1.985  -0.152
H -0.554 2.184 2.100  0.148
H 0.753 1.912 -1.705  0.190
H 0.314 -0.507 -1.904  0.167
H -0.919 0.018 2.889  0.145
C 2.421 -6.571 -3.189  -0.105
C 2.807 -5.310 -2.761  -0.090
C 2.152 -4.688 -1.710  -0.042
C 1.094 -5.315 -1.054  -0.274
C 0.675 -6.565 -1.524  -0.044
C 1.342 -7.185 -2.568  -0.087
N 0.425 -4.674 -0.015  -0.072
C -0.259 -5.281 1.006  -0.317
C -0.072 -6.574 1.523  -0.022
C -0.826 -6.985 2.602  -0.066
C -1.747 -6.137 3.229  -0.093
C -1.909 -4.850 2.763  -0.089
C -1.191 -4.434 1.645  -0.120
H 2.941 -7.062 -4.002  0.099
H 3.630 -4.805 -3.254  0.103
H 2.432 -3.693 -1.405  0.061
H -0.191 -7.038 -1.079  0.107
H 1.002 -8.155 -2.910  0.104
H 0.666 -7.232 1.087  0.114
H -0.690 -7.991 2.980  0.110
H -2.335 -6.490 4.065  0.103
H -2.618 -4.182 3.237  0.106
H -1.463 -3.478 1.153  0.057


(6)
The following is a quantum chemistry calculation of a structure of composition C35H29AsBrEuN3O3S, from the OMol25 dataset.

## Properties
Frontier orbital gap (spin up / spin down) ... 4.93 / 7.19 eV
2S+1 ... 8
<S²> ... 15.7632
Total charge ... 0

Last column: Mulliken spin population.
Positions of all 74 atoms, in Å:
Eu -0.659 -0.414 1.018  6.899
O -4.068 3.714 -0.707  0.000
C -4.622 2.768 0.121  0.001
C -5.748 3.126 0.849  0.000
C -6.343 2.209 1.697  0.000
C -5.831 0.924 1.803  0.002
C -4.693 0.581 1.089  0.001
C -4.057 1.504 0.271  -0.003
C -2.759 1.126 -0.431  -0.005
O -2.313 -0.131 -0.179  -0.007
N -1.732 2.102 0.085  -0.006
N -0.452 1.704 -0.187  -0.011
C 0.587 2.504 -0.180  0.041
C 1.897 1.971 -0.245  -0.014
Br 1.920 -0.001 -0.387  0.006
C 3.113 2.589 -0.162  0.034
C 3.329 4.032 -0.160  0.001
C 2.584 4.908 -0.960  0.004
C 2.840 6.270 -0.943  -0.003
C 3.837 6.790 -0.128  0.005
C 4.592 5.932 0.661  -0.003
C 4.345 4.569 0.644  0.007
H -3.654 3.280 -1.462  0.000
H -6.151 4.123 0.721  0.000
H -7.226 2.488 2.258  0.000
H -6.322 0.196 2.437  0.000
H -4.285 -0.419 1.104  -0.001
H -2.860 1.298 -1.524  -0.005
H -1.965 3.083 -0.011  -0.002
H 0.507 3.578 -0.020  0.004
H 4.001 1.977 -0.055  0.004
H 1.827 4.510 -1.624  0.000
H 2.272 6.935 -1.584  0.000
H 4.028 7.856 -0.119  0.000
H 5.382 6.324 1.290  0.000
H 4.935 3.905 1.264  0.000
S 0.637 -5.135 1.905  0.006
C 0.211 -3.625 1.703  0.006
N -0.097 -2.487 1.576  -0.002
O 0.390 0.791 2.401  -0.004
As 0.267 0.303 3.985  0.001
C -1.156 -1.009 4.106  0.007
C -2.367 -0.706 3.477  0.025
C -3.412 -1.616 3.548  0.010
C -3.242 -2.817 4.221  0.003
C -2.037 -3.109 4.844  -0.001
C -0.991 -2.202 4.796  0.017
C 1.889 -0.543 4.594  -0.011
C 2.695 -1.139 3.632  0.003
C 3.824 -1.838 4.028  0.003
C 4.139 -1.940 5.376  0.000
C 3.330 -1.342 6.333  0.000
C 2.199 -0.642 5.947  0.000
C -0.256 1.879 4.976  -0.003
C -0.382 1.903 6.361  0.001
C -0.736 3.085 6.989  0.000
C -0.984 4.228 6.240  0.000
C -0.888 4.190 4.856  0.001
C -0.514 3.016 4.221  -0.002
H -2.515 0.273 3.008  -0.023
H -4.366 -1.383 3.098  0.001
H -4.060 -3.524 4.262  0.000
H -1.912 -4.048 5.366  0.000
H -0.046 -2.426 5.274  0.001
H 2.441 -1.060 2.581  0.010
H 4.452 -2.308 3.284  0.000
H 5.020 -2.489 5.683  0.000
H 3.579 -1.424 7.383  0.000
H 1.566 -0.177 6.690  0.000
H -0.235 1.004 6.946  0.000
H -0.820 3.114 8.068  0.000
H -1.257 5.149 6.739  0.000
H -1.101 5.075 4.271  0.000
H -0.410 2.979 3.142  0.004


For each record above, in turn, the calculated calculated total energy values are -94790.70246 -76891.29480 -83531.26052 -111713.07301 -52699.30011 -208422.35784 eV.
For each record above, in turn, the calculated energy above the lowest of the compared OMol25 structures with the same formula, charge and spin values are 62.7 4.5 3.2 15.7 130.6 16.7 kcal/mol.